The following is a DFT calculation (ωB97M-V/def2-TZVPD) of one molecule with the formula CH3NOS.

Calculated values
- SMILES = O=CNS
- LUMO (Ha) = -0.0061
- energy relative to the best compared isomer or geometry (same formula, charge and spin) (kJ/mol) = 255.0
- HOMO-LUMO gap (eV) = 9.375

The geometry in XYZ format:
```
7
CH3NOS | the OMol25 dataset | ωB97M-V/def2-TZVPD
C -0.06493 0.73568 0.81290
H 0.96153 -2.05171 -1.50275
H -1.31897 -0.58388 -0.13723
H 0.88579 1.10967 0.82681
N -0.27649 -0.24026 -0.14184
O -0.95563 1.40622 1.53601
S 0.76869 -0.37573 -1.39389
```

***

The following is a DFT calculation (ωB97M-V/def2-TZVPD) of one molecule with the formula CH3NOS.

Calculated values
- multiplicity = 3
- <S²> = 2.01
- LUMO (alpha / beta) (Ha) = 0.0259 / -0.1136
- energy relative to the best compared isomer or geometry (same formula, charge and spin) (kJ/mol) = 238.7
- HOMO-LUMO gap (alpha / beta) (eV) = 8.287 / 7.065

The geometry in XYZ format:
```
7
CH3NOS | the OMol25 dataset | ωB97M-V/def2-TZVPD
C -0.31292 1.06475 0.41949
N 0.19127 -0.09510 0.04995
O 0.31008 2.12191 0.33836
S -0.43797 -1.97210 -0.16019
H -1.43648 0.67741 0.71122
H 1.06032 0.46714 -0.52835
H 0.62569 -2.26400 -0.83048
```

***

The following is a DFT calculation (ωB97M-V/def2-TZVPD) of one molecule with the formula CH3NOS2.

Calculated values
- LUMO (Ha) = -0.0055
- energy relative to the best compared isomer or geometry (same formula, charge and spin) (kJ/mol) = 127.9
- HOMO-LUMO gap (eV) = 9.204

The geometry in XYZ format:
```
8
CH3NOS2 | the OMol25 dataset | ωB97M-V/def2-TZVPD
C -0.07775 -0.49375 -0.86070
N -0.53056 0.61063 -0.01248
O 0.48248 0.51750 2.49235
S 1.62494 -0.67843 -0.17465
S 0.79116 0.90150 1.07165
H -0.72844 -1.45163 -0.73514
H 0.01977 -0.15281 -2.04732
H -1.58161 0.74699 0.26630
```

***

The following is a DFT calculation (ωB97M-V/def2-TZVPD) of one molecule with the formula CH3NOS2.

Calculated values
- LUMO (Ha) = 0.0000
- energy relative to the best compared isomer or geometry (same formula, charge and spin) (kJ/mol) = 64.1
- HOMO-LUMO gap (eV) = 9.238

The geometry in XYZ format:
```
8
CH3NOS2 | the OMol25 dataset | ωB97M-V/def2-TZVPD
C 0.82802 -0.23764 -0.46118
N -0.02428 -0.33928 0.69303
O -1.89017 1.38329 1.08962
S -0.07472 1.08650 -1.34053
S -1.48643 0.38682 0.14125
H 1.83935 0.08718 -0.20292
H 0.87606 -1.13621 -1.08638
H -0.06783 -1.23067 1.16712
```

***

The following is a DFT calculation (ωB97M-V/def2-TZVPD) of one molecule with the formula CH3NOS3.

Calculated values
- SMILES = [O-][N+](=S)C(S)S
- LUMO (alpha / beta) (Ha) = -0.0292 / -0.0291
- energy relative to the best compared isomer or geometry (same formula, charge and spin) (kJ/mol) = 236.5
- HOMO-LUMO gap (alpha / beta) (eV) = 7.925 / 7.927

The geometry in XYZ format:
```
9
CH3NOS3 | the OMol25 dataset | ωB97M-V/def2-TZVPD
C -0.16911 0.15808 0.46956
N 0.78948 1.39793 1.02589
O 0.74769 1.73466 2.15127
S 1.51186 2.17115 -0.17186
S 0.88171 -0.60917 -0.79977
S -1.67712 0.90739 -0.04933
H -0.36198 -0.64482 1.31773
H -0.13262 -0.87751 -1.60926
H -1.02743 1.52319 -0.99164
```

***

The following is a DFT calculation (ωB97M-V/def2-TZVPD) of one molecule with the formula CH3NP2.

Calculated values
- SMILES = N#C[PH]#[PH2]
- LUMO (Ha) = 0.0017
- energy relative to the best compared isomer or geometry (same formula, charge and spin) (kJ/mol) = 41.5
- HOMO-LUMO gap (eV) = 10.116

The geometry in XYZ format:
```
7
CH3NP2 | the OMol25 dataset | ωB97M-V/def2-TZVPD
C 1.44895 -1.09918 0.95475
N 2.20853 -0.75935 1.73743
P -0.67028 0.46977 -0.12124
P -0.02753 -1.68292 -0.29488
H -1.51041 0.34390 -1.24111
H -1.53430 -0.02568 0.90703
H 0.44625 -1.31094 -1.61472
```

***

The following is a DFT calculation (ωB97M-V/def2-TZVPD) of an isolated ion of composition CH3O2 and charge -1.

Calculated values
- net charge = -1
- SMILES = [O-]CO
- LUMO (Ha) = 0.1851
- energy relative to the best compared isomer or geometry (same formula, charge and spin) (kJ/mol) = 54.7
- HOMO-LUMO gap (eV) = 7.796

The geometry in XYZ format:
```
6
CH3O2 | the OMol25 dataset | ωB97M-V/def2-TZVPD
O 0.04220 -1.10477 -0.68034
H -0.22229 -1.56247 0.09325
O -0.98088 0.64764 0.84716
C 0.01454 0.44007 0.10850
H -0.01783 1.08159 -0.74485
H 1.16425 0.49795 0.37628
```

***

The following is a DFT calculation (ωB97M-V/def2-TZVPD) of an isolated ion of composition CH3O2 and charge +1.

Calculated values
- net charge = +1
- LUMO (Ha) = -0.2650
- energy relative to the best compared isomer or geometry (same formula, charge and spin) (kJ/mol) = 375.7
- HOMO-LUMO gap (eV) = 11.689

The geometry in XYZ format:
```
6
CH3O2 | the OMol25 dataset | ωB97M-V/def2-TZVPD
C -0.91872 0.01919 0.01394
O 1.38827 0.20196 -0.09827
O 0.17534 -0.52414 0.11773
H -1.98245 -0.39816 -0.02512
H -0.83732 1.08596 -0.00239
H 2.17487 -0.38482 -0.00589
```

***

Number 1 is which compound? CH3NOS